# C23H28HgIN7O5PS2

A molecular structure, C23H28HgIN7O5PS2 at a distorted geometry (ωB97M-V with the def2-TZVPD basis set, the Open Molecules 2025 dataset).

Last column: Mulliken spin population.
Atoms and positions in Å:
Hg1 0.3958 0.3420 -1.4956  0.0016
O1 -1.2896 -1.0045 -5.4054  0.0000
S1 -0.2859 -0.9634 -4.3698  -0.0001
O2 0.2724 -2.4012 -4.2187  0.0000
O3 0.8539 -0.0707 -4.6260  0.0000
O4 -0.8427 -0.6021 -3.0509  -0.0001
C1 -3.2653 -2.5753 1.2646  -0.0017
P1 -1.9515 -2.4335 0.0907  -0.0040
C2 -2.7849 -2.0829 -1.4665  0.0003
C3 -1.3656 -4.1495 -0.2185  0.0000
O5 -0.9027 -1.4284 0.4623  0.0069
H1 -3.9430 -3.3915 1.0196  -0.0012
H2 -3.7991 -1.6476 1.2933  0.0058
H3 -2.7805 -2.7706 2.2442  0.0008
H4 -3.7282 -2.6426 -1.5463  0.0002
H5 -2.0066 -2.3995 -2.1947  -0.0003
H6 -2.9452 -1.0074 -1.4760  -0.0007
H7 -2.2106 -4.7423 -0.6553  -0.0001
H8 -1.0792 -4.7420 0.6150  0.0000
H9 -0.4991 -4.0962 -0.9245  0.0002
I1 3.2802 -4.3178 1.4481  0.0000
C4 2.5943 -3.1540 -0.1089  0.0001
C5 2.1434 -3.5912 -1.3237  -0.0001
N1 1.6953 -2.5475 -2.0189  0.0000
N2 1.7210 -1.4940 -1.2529  -0.0001
C6 2.2843 -1.7801 -0.0774  -0.0007
H10 2.3001 -4.5775 -1.6766  0.0000
H11 0.8206 -2.5150 -3.3902  0.0000
H12 2.4158 -1.0603 0.7337  0.0006
N3 0.7892 -0.7916 2.7942  -0.0035
C7 1.9520 -0.2841 3.2658  0.0023
C8 2.3842 1.0122 2.8944  -0.0010
C9 3.4795 1.5555 3.5306  -0.0003
N4 4.2705 1.0135 4.4400  0.0000
C10 3.8909 -0.2190 4.7624  -0.0004
C11 2.7830 -0.9099 4.2106  -0.0024
H13 0.2528 -0.3772 2.0086  0.0007
H14 0.9139 -1.7877 2.6547  0.0017
H15 1.8427 1.5572 2.1309  -0.0004
H16 3.7874 2.5719 3.2167  0.0001
H17 4.4854 -0.7206 5.5479  -0.0001
H18 2.5698 -1.9525 4.5188  0.0000
S2 -2.7689 1.7382 0.0025  0.0112
C12 -2.7076 1.5633 1.6996  -0.0016
N5 -4.0040 1.5689 2.2944  0.1922
C13 -4.1094 1.3557 3.6741  0.5362
C14 -2.9503 1.4242 4.4592  -0.1734
C15 -1.7590 1.5334 3.8072  0.3312
N6 -1.5939 1.5413 2.4346  0.0767
H19 -4.7096 1.5343 1.6184  -0.0163
H20 -5.1765 1.1153 4.0194  0.0111
H21 -2.9050 1.4473 5.5588  -0.0042
H22 -0.7737 1.7232 4.2992  0.0343
C16 0.8767 2.3016 -0.7788  -0.0028
C17 0.9626 2.9917 -2.0706  0.0001
C18 2.1475 2.8968 -2.8224  0.0001
C19 2.1969 3.5103 -4.0654  0.0000
C20 1.0528 4.1106 -4.6715  0.0000
C21 -0.0937 4.2503 -3.8741  0.0000
C22 -0.0923 3.7584 -2.5712  -0.0003
C23 1.1003 4.6422 -6.0013  0.0000
N7 0.8855 5.0975 -7.0498  0.0000
H23 0.0282 2.5356 -0.1266  0.0015
H24 1.7991 2.3102 -0.2013  0.0003
H25 3.0470 2.3437 -2.4266  0.0000
H26 3.0073 3.3418 -4.6904  0.0000
H27 -0.9983 4.7561 -4.2539  0.0001
H28 -0.9600 3.7874 -1.9136  -0.0002

Computed properties:
Maximum force   3.4 eV/A
M   905.12 g/mol
Total charge   -2
Energy   -3241.67020 a.u.
2S+1   2
HOMO-LUMO gap (spin up / spin down)   4.033 / 5.874 eV
Highest occupied orbital energy (spin up / spin down)   -0.5 / -2.4 eV
ΔE to the lowest compared entry with this formula, charge and spin   0.0 kcal/mol

***

# C4H6BrOS

2 unconnected molecules or ions with the total composition C4H6BrOS at a distorted geometry (ωB97M-V with the def2-TZVPD basis set, the Open Molecules 2025 dataset).

Last column: natural (NBO) charge in e.
Atoms and positions in Å:
C1 2.0313 -1.6058 0.0757  0.4967
C2 -0.5309 0.5262 1.2803  -0.6786
C3 -0.4240 0.6272 -1.3304  -0.6833
C4 -0.4901 -0.2077 -0.0521  -0.2746
O1 1.7344 -2.7164 0.1521  -0.4839
S1 2.8365 -0.2475 -0.0594  -0.1423
Br1 -2.3010 -1.2173 -0.0249  -0.2877
H1 -0.8464 1.7030 1.0919  0.1089
H2 -1.1460 0.1487 2.1074  0.2143
H3 0.4477 0.6426 1.6597  0.1926
H4 -1.2772 1.4458 -1.5447  0.1255
H5 -0.5317 -0.1339 -2.1112  0.2097
H6 0.4974 1.0352 -1.2443  0.2025

Computed properties:
Maximum force   4.9 eV/A
M   182.06 g/mol
Total charge   -1
Energy   -3203.42350 a.u.
HOMO-LUMO gap   5.283 eV
Highest occupied orbital energy   -2.2 eV
ΔE to the lowest compared entry with this formula, charge and spin   0.0 kcal/mol

***

# C3H4FN3S

A molecular structure, C3H4FN3S at a distorted geometry (ωB97M-V with the def2-TZVPD basis set, the Open Molecules 2025 dataset).

Last column: natural (NBO) charge in e.
Atoms and positions in Å:
C1 -0.3333 -1.6171 0.5252  -0.0528
C2 0.2212 -0.3876 0.1612  0.0255
C3 1.4635 0.4364 0.0271  -0.0450
H1 -1.7835 2.3079 -0.0199  0.1695
H2 0.2367 -2.3186 1.0344  0.2071
H3 1.0778 1.7799 -0.2131  0.2551
H4 2.2213 0.2658 1.2207  0.2289
N1 -0.8531 0.3033 -0.3541  -0.3445
N2 -1.9491 -0.6156 -0.3322  -0.0813
N3 -1.5342 -1.6893 0.3448  -0.2069
F1 2.0609 -0.3202 -1.3505  -0.4418
S1 -0.8283 1.8550 -1.0436  0.2862

Computed properties:
Maximum force   9.0 eV/A
M   133.15 g/mol
Energy   -778.79899 a.u.
HOMO-LUMO gap   9.467 eV
Highest occupied orbital energy   -9.7 eV
ΔE to the lowest compared entry with this formula, charge and spin   149.3 kcal/mol

***

# C38H49N3O5

A single C38H49N3O5 molecule (ωB97M-V with the def2-TZVPD basis set, the Open Molecules 2025 dataset).

Last column: natural (NBO) charge in e.
Atoms and positions in Å:
C1 -4.2156 -5.7855 -1.7942  -0.5993
C2 -5.5778 -5.1159 -1.6625  -0.3867
C3 -5.5026 -3.8498 -0.8125  -0.4032
C4 -6.8698 -3.1852 -0.6659  -0.3714
H1 -7.5487 -3.8608 -0.1390  0.1917
H2 -7.2830 -3.0197 -1.6646  0.1982
C5 -6.8302 -1.8385 0.0678  -0.2520
C6 -6.3708 -2.0060 1.5250  -0.0681
O1 -4.9921 -2.2894 1.6650  -0.5072
C7 -4.0743 -1.3245 1.4442  0.4494
C8 -4.3502 0.0129 1.2097  -0.4367
C9 -3.3225 0.9320 1.0071  0.4769
C10 -1.9780 0.5080 1.0448  -0.2806
C11 -1.7214 -0.8497 1.2842  -0.1037
C12 -2.7357 -1.7480 1.4773  -0.3297
H3 -2.5324 -2.7908 1.6577  0.2258
H4 -0.6980 -1.1878 1.3068  0.2202
C13 -0.8829 1.4382 0.8471  0.5003
N1 0.3667 0.9896 0.9732  -0.5802
C14 1.3530 1.8748 0.7812  0.4887
N2 1.1363 3.1550 0.4709  -0.5268
C15 -0.1286 3.5332 0.3676  0.4704
N3 -1.1658 2.7125 0.5500  -0.5862
C16 -0.3991 4.9285 0.0381  -0.0906
C17 -1.6922 5.3830 -0.2064  -0.1420
C18 -1.9312 6.7075 -0.5162  -0.3211
C19 -0.8726 7.6104 -0.5860  0.3401
C20 0.4284 7.1561 -0.3428  -0.2670
C21 0.6600 5.8374 -0.0375  -0.1462
H5 1.6600 5.4819 0.1524  0.2359
H6 1.2362 7.8683 -0.4017  0.2268
O2 -0.9925 8.9289 -0.8780  -0.4855
C22 -2.2737 9.4562 -1.1291  -0.2539
H7 -2.9309 9.3447 -0.2610  0.1789
H8 -2.1213 10.5151 -1.3313  0.2032
H9 -2.7380 8.9850 -2.0010  0.1786
H10 -2.9450 7.0256 -0.7018  0.2224
H11 -2.5206 4.6935 -0.1606  0.2198
C23 2.7257 1.4359 0.9178  -0.2809
C24 3.7682 2.3394 0.6698  -0.1017
C25 5.0794 1.9676 0.7881  -0.3114
C26 5.4146 0.6572 1.1729  0.3783
C27 4.3958 -0.2462 1.4334  -0.4141
C28 3.0589 0.1225 1.3032  0.4752
O3 2.1354 -0.8133 1.5551  -0.6928
H12 1.2508 -0.3895 1.4166  0.5073
H13 4.5825 -1.2631 1.7351  0.2255
O4 6.7399 0.4199 1.2685  -0.4942
C29 7.2614 -0.8660 1.5474  -0.0566
C30 7.6558 -1.6358 0.2733  -0.2320
C31 6.4321 -2.1332 -0.5065  -0.4124
H14 6.7379 -2.3594 -1.5279  0.2056
C32 5.8062 -3.3881 0.1037  -0.3911
C33 4.4192 -3.6988 -0.4600  -0.3921
C34 4.4382 -4.0220 -1.9492  -0.6074
H15 5.1299 -4.8369 -2.1540  0.1977
H16 4.7415 -3.1563 -2.5322  0.2014
H17 3.4473 -4.3227 -2.2815  0.2107
H18 3.7584 -2.8478 -0.2816  0.2023
H19 4.0079 -4.5537 0.0823  0.1992
H20 5.7174 -3.2704 1.1862  0.1914
H21 6.4687 -4.2396 -0.0722  0.1963
H22 5.6889 -1.3356 -0.5593  0.2104
H23 8.2396 -2.5040 0.6011  0.2004
C35 8.5523 -0.7464 -0.6004  -0.3906
C36 9.3974 -1.5417 -1.5877  -0.6021
H24 8.7758 -2.1121 -2.2735  0.2003
H25 10.0194 -0.8705 -2.1752  0.2110
H26 10.0474 -2.2361 -1.0593  0.1989
H27 9.2184 -0.1732 0.0477  0.1995
H28 7.9271 -0.0319 -1.1387  0.2058
H29 8.1650 -0.6739 2.1363  0.1931
H30 6.5754 -1.4510 2.1645  0.1798
H31 5.8812 2.6609 0.5926  0.2248
H32 3.5036 3.3418 0.3744  0.2341
O5 -3.6767 2.2029 0.7826  -0.6941
H33 -2.8367 2.7162 0.6524  0.5055
H34 -5.3550 0.3985 1.1743  0.2290
H35 -6.8720 -2.8703 1.9704  0.1963
H36 -6.6290 -1.1197 2.1145  0.1799
C37 -8.2155 -1.1775 0.0224  -0.3883
C38 -8.2044 0.3105 0.3572  -0.6071
H37 -7.5172 0.8436 -0.2963  0.2061
H38 -9.1986 0.7294 0.2190  0.2138
H39 -7.9111 0.4898 1.3888  0.1981
H40 -8.8849 -1.7030 0.7075  0.1958
H41 -8.6186 -1.2971 -0.9853  0.2058
H42 -6.1133 -1.1911 -0.4483  0.2078
H43 -5.1072 -4.1034 0.1710  0.2084
H44 -4.8073 -3.1456 -1.2766  0.1946
H45 -6.2834 -5.8151 -1.2074  0.1914
H46 -5.9568 -4.8652 -2.6564  0.1905
H47 -3.8321 -6.0632 -0.8150  0.2005
H48 -4.2856 -6.6837 -2.4036  0.2062
H49 -3.5023 -5.1087 -2.2597  0.2010

Computed properties:
Maximum force   0.7 eV/A
M   627.83 g/mol
Energy   -2017.93887 a.u.
HOMO-LUMO gap   8.136 eV
Highest occupied orbital energy   -8.2 eV
ΔE to the lowest compared entry with this formula, charge and spin   2.3 kcal/mol

***

# C2H4CuO2

A molecular structure, C2H4CuO2 at a distorted geometry (ωB97M-V with the def2-TZVPD basis set, the Open Molecules 2025 dataset).

Last column: Mulliken spin population.
Atoms and positions in Å:
H1 0.0794 0.6594 1.1912  0.1331
C1 -0.2259 -0.9254 0.6873  0.3513
O1 0.9272 -1.4835 0.4578  0.3190
H2 -1.1283 -1.5107 0.9479  0.0555
C2 -0.4967 0.4376 -0.6395  0.0184
O2 0.4012 1.2616 0.0776  0.0896
H3 -1.5386 0.7660 -0.4852  0.0048
H4 -0.3540 0.2887 -1.7229  0.0075
Cu1 2.3357 0.5065 -0.5141  0.0209

Computed properties:
Maximum force   4.5 eV/A
M   123.60 g/mol
Energy   -1869.32307 a.u.
2S+1   2
HOMO-LUMO gap (spin up / spin down)   5.422 / 6.080 eV
Highest occupied orbital energy (spin up / spin down)   -6.9 / -7.6 eV
ΔE to the lowest compared entry with this formula, charge and spin   49.0 kcal/mol

***

# H32O16

16 unconnected molecules or ions with the total composition H32O16 at a distorted geometry (ωB97M-V with the def2-TZVPD basis set, the Open Molecules 2025 dataset).

Last column: natural (NBO) charge in e.
Atoms and positions in Å:
O1 10.6995 3.9843 -1.3967  -0.9537
H1 11.5569 3.7841 -1.6983  0.4552
H2 10.6143 3.5576 -0.5384  0.4903
O2 10.6990 6.6537 -0.3386  -0.9806
H3 10.6587 5.8289 -0.7887  0.4921
H4 10.6153 6.3101 0.5517  0.4759
O3 14.1163 7.0968 2.9078  -0.9581
H5 14.8910 7.5351 3.2546  0.4911
H6 13.6058 7.8327 2.5836  0.5193
O4 11.3303 3.6676 4.5214  -0.9713
H7 11.1289 2.8977 5.0516  0.4653
H8 12.2217 3.5324 4.1698  0.4931
O5 10.0763 3.4291 1.2532  -0.9564
H9 9.5506 2.6978 1.5436  0.4755
H10 10.9368 3.2840 1.6210  0.5013
O6 13.6525 3.8525 -0.9384  -0.9387
H11 13.8552 2.9352 -0.9747  0.4918
H12 13.5308 4.1282 -1.8192  0.5018
O7 16.0912 4.7895 -1.4116  -0.9835
H13 15.8297 5.4476 -2.0735  0.4779
H14 15.3003 4.3057 -1.0645  0.4757
O8 11.9193 6.7311 4.4395  -0.9843
H15 12.1886 5.9551 4.9710  0.4964
H16 12.6308 6.9425 3.8124  0.4808
O9 15.0465 7.5409 0.5983  -0.9930
H17 15.8410 8.0459 0.4600  0.4852
H18 14.9368 7.2905 1.5257  0.4757
O10 13.9161 4.0200 4.1023  -0.9729
H19 13.7820 4.3958 3.2272  0.4976
H20 14.9024 4.0399 4.1011  0.4760
O11 13.4535 6.9962 -1.7180  -0.9644
H21 13.6257 7.8762 -1.9776  0.4635
H22 13.7775 7.0462 -0.8093  0.4920
O12 12.2068 1.4394 1.3048  -0.9407
H23 12.1089 0.7526 1.9627  0.4753
H24 11.3912 1.2657 0.8049  0.4686
O13 12.7846 4.7199 1.5066  -1.0093
H25 13.1946 5.5739 1.5149  0.4864
H26 13.0030 4.1996 0.6802  0.5102
O14 9.9520 6.0060 2.5546  -0.9812
H27 10.1649 5.1128 2.4815  0.4769
H28 10.4594 6.3129 3.2942  0.4944
O15 16.8649 5.3280 1.4174  -0.9569
H29 16.7374 4.7743 2.1844  0.4597
H30 16.0557 5.5610 0.9636  0.4930
O16 12.2850 8.4356 1.2303  -0.9691
H31 11.7084 7.7401 0.9453  0.5020
H32 11.6508 9.0527 1.5169  0.4741

Computed properties:
Maximum force   2.6 eV/A
M   288.24 g/mol
Energy   -1223.01347 a.u.
HOMO-LUMO gap   9.892 eV
Highest occupied orbital energy   -10.2 eV
ΔE to the lowest compared entry with this formula, charge and spin   116.3 kcal/mol

***

# C3H7N

2 unconnected molecules or ions with the total composition C3H7N at a distorted geometry (ωB97M-V with the def2-TZVPD basis set, the Open Molecules 2025 dataset).

Last column: natural (NBO) charge in e.
Atoms and positions in Å:
C1 -1.9110 0.7544 -1.9486  -0.3976
C2 -2.7591 0.6692 -2.9548  -0.3677
H1 -0.9252 1.1409 -2.1725  0.1882
H2 -2.0116 0.1651 -1.0486  0.2017
H3 -2.5799 0.8532 -4.0085  0.1921
H4 -3.7958 0.3950 -2.8390  0.1832
C3 3.1406 -0.8893 2.8622  -0.0367
N1 2.3122 -0.6749 3.7935  -0.5938
H5 4.1440 -1.2523 3.0902  0.1543
H6 3.0131 -0.5438 1.8298  0.1427
H7 1.3725 -0.6177 3.3963  0.3335

Computed properties:
Maximum force   1.7 eV/A
M   57.10 g/mol
Energy   -173.16894 a.u.
HOMO-LUMO gap   10.915 eV
SMILES string   C=C.C=N
Highest occupied orbital energy   -10.0 eV
ΔE to the lowest compared entry with this formula, charge and spin   45.9 kcal/mol